Entry 1:
Computed, not measured: C32H44N4P2PdSi as an isolated structure, with ωB97M-V/def2-TZVPD.

Molar mass in u: 681.2
E_HOMO (alpha / beta) in eV: -5.361 / -8.097
Energy relative to the best compared isomer or geometry (same formula, charge and spin) in eV: 0.000
E_tot in Eh: -2564.7252
2S+1: 3
LUMO level (alpha / beta) in eV: 0.1 / -1.0
⟨S²⟩: 2.014

Last column: Löwdin charge in e.
Atoms and positions in Å:
C -4.12913 -3.12445 2.01313  -0.089
H -2.08021 1.98988 1.02883  0.089
H -1.06459 2.21729 7.25040  0.028
C -2.84633 1.77828 -2.22442  -0.074
H -4.50274 -3.77148 2.79216  0.092
C -0.18199 1.66069 7.59458  -0.203
H 4.14977 -4.67165 0.78497  0.095
H 0.07011 3.77898 -6.17715  0.109
H -5.64186 -3.37528 0.35740  0.093
H 0.70294 2.22806 7.27441  0.024
C -4.73342 -2.91673 0.72454  -0.084
H 0.80198 3.07116 -7.61356  0.118
H 5.02487 -3.01831 2.76612  0.097
H 2.32462 1.28078 2.89264  0.001
C 3.57177 -1.60464 1.91782  -0.108
H 0.72896 -0.20085 -1.79035  0.104
C 0.70666 0.32784 3.96491  -0.474
H -2.46406 -0.41858 -2.44465  0.086
N 2.67390 -1.71442 0.84653  -0.224
H -3.13527 2.08366 -3.21411  0.074
H 4.82155 2.29886 -1.80339  0.092
C 0.79448 -1.08473 -1.13218  -0.338
H 1.54826 2.36345 1.09690  0.093
H -1.97168 -1.14794 -6.72895  0.120
Pd -0.03980 -0.04639 1.98250  0.464
C -2.97739 -2.35341 2.06831  -0.133
C -2.17527 0.65273 -5.56929  -0.123
N -2.15332 0.48779 -0.49906  -0.233
C 2.07176 0.98087 3.91314  -0.193
C 4.02247 2.01597 -1.13448  -0.082
P 1.49203 -0.52417 0.42642  0.862
P -1.42983 -0.77851 0.45258  0.830
H -2.95253 0.43511 -4.83003  0.087
C 1.35516 -0.96598 7.62791  -0.203
N -2.85003 -1.65750 0.85693  -0.246
H -1.20477 -1.73110 -1.74223  0.067
C -1.17654 2.34889 -7.18590  -0.208
H -0.19743 1.63336 8.69372  0.028
C -2.49865 0.48514 -1.85267  -0.149
C -0.58159 -1.70554 -0.84474  -0.351
H -1.07190 1.62117 -8.00213  0.099
H 2.10944 1.85310 4.57737  0.070
Si -0.15210 -0.09002 6.90358  0.408
C -2.73401 2.59555 -1.04955  -0.078
C 0.07010 0.02457 5.05274  -0.149
H 2.28013 -0.46429 7.30343  0.024
H -4.02742 -1.61347 -0.96822  0.095
H 2.82536 0.27712 4.28832  0.061
H -0.10272 0.06541 -7.65307  0.099
H -1.25046 -1.19357 -5.12039  0.101
H -2.78710 2.66267 -5.74806  0.102
C -1.39087 -0.54819 -6.00289  -0.190
C -3.92599 -2.02216 0.03003  -0.118
C 0.97920 1.90585 -5.80114  -0.109
C 2.82102 -2.99386 0.28845  -0.133
C 3.53226 0.73133 -0.96088  -0.125
C 0.00238 -0.28840 -6.61894  -0.205
H 0.49400 -1.27389 -6.67967  0.108
H 3.61569 -0.70118 2.51092  0.089
C 3.80627 -3.66548 0.98676  -0.089
H -1.66584 3.23442 -7.62745  0.109
H 3.79186 -0.20629 -1.43493  0.110
H 2.19925 -3.30822 -0.53990  0.093
H -0.50471 -2.73675 -0.47631  0.097
C 0.90107 0.57661 -5.77616  -0.116
H -2.23636 -2.20762 2.84273  0.091
H -2.95503 3.64564 -0.97838  0.090
C -2.09305 1.88297 -6.08573  -0.104
C -2.30607 1.78332 -0.00819  -0.135
H 1.58369 0.00021 -5.13838  0.099
H 1.73020 2.42013 -5.18877  0.102
H 1.46043 -1.79495 -1.63716  0.077
C 0.20889 2.82786 -6.71342  -0.190
C 4.27093 -2.79384 2.02281  -0.080
H -2.59259 -0.44432 7.29808  0.026
H -1.73092 -1.99393 7.31018  0.025
N 2.50903 0.77614 -0.00951  -0.249
H 1.41605 -2.01017 7.28578  0.027
H -1.59577 -0.89179 8.70140  0.032
C 3.26701 2.88690 -0.27670  -0.081
H 3.38573 3.95435 -0.17151  0.093
C -1.66397 -0.94037 7.60413  -0.206
C 2.33301 2.10883 0.39144  -0.136
H 1.32101 -0.95857 8.72958  0.027

Cartesian forces, eV/Å:
C 0.770 0.667 -0.443
H -0.049 0.048 -0.130
H 0.149 -0.139 0.092
C 0.336 -0.960 1.089
H 0.074 0.117 0.004
C 0.000 0.219 -0.040
H -0.093 0.163 0.020
H 0.067 -0.169 -0.137
H 0.130 0.138 0.021
H -0.161 -0.144 0.104
C 1.174 0.797 -0.144
H -0.034 -0.076 0.357
H -0.099 0.095 -0.156
H 0.260 0.089 0.344
C -0.079 -0.819 -0.330
H -0.147 -0.196 0.356
C -0.527 -0.014 -0.292
H -0.014 0.209 0.064
N 0.239 -0.573 -0.114
H -0.040 0.050 -0.003
H -0.056 -0.037 0.070
C -0.119 -0.469 -0.664
H 0.244 -0.045 -0.155
H 0.072 0.201 0.317
Pd -0.042 -0.407 0.978
C -0.852 -0.304 -0.536
C -0.424 0.405 -0.465
N 0.241 0.178 -0.215
C 0.361 0.205 0.413
C -0.686 -0.816 0.400
P 1.356 0.664 0.893
P -1.846 1.040 -0.554
H 0.236 0.231 -0.129
C 0.145 -0.097 -0.028
N -0.314 -0.897 0.058
H 0.196 -0.187 0.086
C -0.138 0.483 -0.399
H -0.010 0.043 -0.211
C -0.033 1.093 0.058
C -0.155 -0.604 -0.561
H -0.183 0.242 0.364
H 0.040 0.011 -0.178
Si 0.680 0.356 -0.526
C 0.252 -0.963 0.432
C -0.276 -0.230 0.865
H -0.253 -0.111 0.133
H 0.009 -0.024 0.277
H 0.004 0.077 -0.131
H 0.190 -0.085 0.431
H -0.063 0.079 -0.191
H 0.234 -0.390 0.190
C 0.339 -0.311 0.050
C -0.243 -0.634 0.740
C 0.392 -0.029 -0.321
C 0.485 0.115 0.576
C 0.023 0.982 0.165
C -0.011 -0.603 -0.104
H -0.182 0.269 -0.171
H -0.020 -0.166 -0.159
C -0.615 0.552 -0.200
H 0.202 -0.343 -0.051
H 0.094 0.148 0.145
H 0.220 -0.027 0.200
H 0.132 0.118 -0.039
C 0.293 0.033 0.013
H -0.128 -0.035 -0.022
H 0.038 0.065 0.033
C -0.303 -0.281 0.136
C -0.235 0.177 -1.139
H -0.251 0.433 0.015
H -0.286 -0.349 -0.049
H -0.190 0.176 -0.002
C -0.160 0.207 0.155
C -0.550 0.686 -0.328
H 0.129 -0.075 0.055
H 0.007 0.132 0.062
N 0.261 0.596 -0.451
H -0.038 0.242 0.126
H -0.017 -0.023 -0.253
C -0.645 -0.968 0.282
H -0.015 -0.089 0.014
C -0.247 -0.152 -0.206
C 0.721 0.049 -0.656
H 0.031 -0.039 -0.301

Entry 2:
Computed, not measured: C32H44N9O5PbS as an isolated structure, with ωB97M-V/def2-TZVPD.

Molar mass in u: 874.0
E_HOMO in eV: -4.081
E_tot in Eh: -2705.7588
Charge: -1
LUMO level in eV: 2.4

Last column: Löwdin charge in e.
Atoms and positions in Å:
N 2.63308 2.00592 1.99584  0.078
N -2.34068 2.95503 2.80325  -0.198
C 5.39934 -0.88848 1.35320  -0.078
H 5.86535 -0.04305 1.86763  0.087
H 3.55323 4.82061 -3.85641  0.090
C 3.10359 5.08303 -2.84669  -0.064
H -4.60208 2.45483 -3.15134  0.054
H 2.75877 -5.40156 -2.71889  0.062
H -0.19090 -0.63480 5.35958  0.110
H 0.04348 -0.70046 -2.27937  0.082
C 0.37021 -2.13987 3.27355  -0.221
H 4.00648 0.41719 0.28001  0.108
H -4.70544 0.67311 -3.16052  0.099
C 2.76826 -3.30032 -1.49595  0.018
H 3.56411 -4.05106 -1.29890  0.102
H -3.72618 -3.41356 2.43242  0.063
N 4.54719 -2.84801 0.52220  0.051
H -2.56938 -1.53821 5.20763  0.064
C 0.69950 -2.69342 -2.62429  -0.052
O -2.56191 3.50813 1.69403  -0.156
H -0.58686 -2.33762 0.09344  0.108
C -4.20381 1.58119 -3.61125  -0.028
H -5.52391 0.78278 -0.84586  0.054
H -0.93958 0.78275 -4.06982  0.086
H 2.89837 2.81695 -3.86616  0.084
C 1.68862 -3.68593 -2.38262  -0.266
H 0.81171 -0.19830 3.19194  0.094
H 2.83776 1.77453 4.02858  0.097
O -4.13634 -1.83766 -1.39042  -0.061
N -2.72643 1.59174 -3.38051  -0.118
C -2.81561 -2.84799 2.60870  -0.473
O -2.78215 -0.22161 -0.55278  -0.285
C 2.73847 -2.04187 -0.85484  -0.105
H 6.06035 -3.06672 1.89476  0.087
C 1.98387 1.28539 -0.92141  -0.282
H 2.37025 0.53956 -2.97138  0.121
H -5.14911 0.39275 0.73834  0.042
C -1.99905 0.49341 -4.11248  -0.005
O -2.07093 1.68590 2.72743  -0.417
H 1.28914 -2.29542 3.83939  0.128
C -2.22919 -0.76258 4.53108  -0.453
C 0.74023 -1.46269 -2.00491  -0.042
C 0.84089 2.79223 3.20190  -0.067
C 2.07762 2.51392 -0.20071  -0.178
H -3.69203 3.64513 -1.87349  0.074
C -2.17169 2.12717 -2.29403  -0.533
H -2.16867 -0.38539 -3.48082  0.088
N 3.86478 -1.75398 0.05992  -0.082
H -2.20891 3.68914 -0.78490  0.070
C -1.86604 -3.09740 1.38186  -0.254
H -2.50064 -2.96990 0.51474  0.093
H 2.55858 4.59934 -0.10852  0.126
H 0.91192 -5.65403 -2.64608  0.092
H -0.78429 0.69534 4.45586  0.066
C 4.36086 -0.59663 0.51215  -0.104
N -0.03238 -0.77069 3.28876  -0.122
C 0.70425 3.13347 1.85982  -0.114
H -2.75804 0.08173 4.90803  0.053
C 2.14595 2.09703 3.23489  -0.138
C 2.48671 3.70288 -0.71565  0.001
C 5.45043 -2.33384 1.35242  -0.170
N 1.77708 2.59281 1.18600  -0.132
C 2.68822 2.69252 -2.83726  -0.078
N 1.64294 0.09532 -0.33048  -0.020
H -4.41162 1.47806 -4.67686  0.076
C -2.88905 3.07607 -1.36810  -0.009
N -0.69539 -2.26218 1.13478  -0.126
C -5.18824 -0.03252 -0.22346  -0.022
H 3.70337 5.73478 -2.22278  0.058
S -3.10853 -1.12452 3.00790  0.865
C -3.93538 -0.76357 -0.73740  -0.673
H 1.38725 -1.83861 1.37089  0.121
H -0.03037 3.70568 1.32783  0.106
C 0.57831 -2.49389 1.82736  -0.187
C -0.75199 -0.35657 4.49010  -0.254
H 2.14077 5.60546 -2.90533  0.071
C 1.78057 -5.04285 -2.97102  -0.076
H -6.04961 -0.72086 -0.16632  0.078
C 1.72201 -1.06858 -1.02577  -0.319
H -3.40801 2.60129 -0.52362  0.070
H -0.38852 -2.67543 3.75625  0.087
O -1.02989 1.81880 -1.92306  -0.053
H -0.12214 -2.94101 -3.28674  0.105
H 0.29374 3.12973 4.02453  0.067
H -2.43456 0.37312 -5.10214  0.078
C 2.36651 1.43917 -2.29036  -0.002
Pb -0.99552 0.51379 0.85327  1.537
C 2.69093 3.82994 -2.07536  -0.309
H 1.66437 -5.07736 -4.00971  0.049
H -2.45032 -3.37879 3.58509  0.095
H -1.55967 -4.19376 1.54797  0.135
H 0.92165 -3.46514 1.85142  0.089

Cartesian forces, eV/Å:
N 0.285 -0.534 1.316
N -0.265 -0.522 -2.061
C -0.054 -0.540 0.328
H 0.336 -0.973 0.085
H -0.580 0.630 1.402
C -1.107 -0.333 0.593
H -0.598 0.597 -0.080
H 0.178 -0.899 0.193
H 0.066 -0.473 0.969
H -0.666 0.342 0.025
C 1.187 1.144 -0.593
H -0.095 -0.981 -0.040
H 0.729 0.801 -0.118
C -1.789 -0.267 -0.902
H -0.590 0.988 -0.018
H -0.378 0.424 -0.361
N -0.007 1.437 0.809
H 0.716 -0.523 0.319
C 0.723 -1.300 0.167
O 0.551 -1.036 1.966
H 0.376 0.218 1.271
C 0.995 -1.598 0.608
H 0.265 0.268 -0.653
H -0.329 -0.381 -0.432
H 0.238 -0.341 -1.011
C 1.506 2.418 1.663
H -0.360 0.060 0.071
H -0.938 0.107 -0.185
O 0.589 2.045 1.372
N -1.627 -0.918 -1.916
C 1.924 -1.044 1.867
O -0.581 -0.257 0.178
C 1.298 0.164 0.684
H -0.056 0.700 -0.210
C 0.302 -0.305 -0.654
H -0.038 1.030 0.939
H 0.815 0.517 1.396
C -0.255 1.153 1.992
O -0.477 1.643 0.313
H 0.251 -0.174 0.143
C -0.204 -0.847 0.093
C 0.943 0.336 0.842
C 3.226 -0.683 -1.519
C -0.602 -0.373 0.527
H 0.615 0.208 0.273
C 1.162 -0.179 2.230
H 0.247 -0.292 -0.413
N -1.380 -1.641 -1.530
H 0.324 0.299 -0.684
C 0.085 -1.548 1.511
H -0.042 -0.280 -0.347
H -0.046 -0.226 0.319
H 0.830 -0.126 0.363
H 0.170 1.335 -0.007
C -0.002 0.966 0.065
N 0.114 1.714 0.493
C 0.682 -0.865 0.275
H -0.494 0.851 0.092
C -0.925 0.949 -0.724
C -0.271 1.324 -1.338
C 0.220 0.395 -0.055
N -0.644 -0.400 0.914
C -0.915 -1.831 1.289
N -0.112 1.675 0.721
H 0.108 0.561 -0.013
C -1.702 0.347 -0.167
N -0.010 0.121 -2.117
C -0.896 -1.096 -0.465
H 0.622 0.090 -0.202
S -0.555 0.603 -0.875
C -0.383 -1.486 -1.272
H -1.100 -0.671 0.568
H -0.287 0.000 -0.037
C -0.525 2.004 -0.037
C 0.061 -0.530 -1.071
H 0.274 0.410 -0.886
C -1.409 -0.069 0.984
H 0.491 0.001 -0.305
C -0.261 -1.851 -1.993
H 0.069 -0.694 -0.495
H -1.150 -1.284 0.430
O 0.119 -0.160 -0.525
H -0.032 0.157 -0.125
H -0.939 0.263 0.869
H 0.218 0.113 0.015
C 0.010 -0.532 -0.808
Pb -0.150 -0.580 -0.247
C 1.733 0.377 -1.069
H 0.086 0.331 -1.873
H -0.219 1.006 -1.628
H -0.377 1.142 -0.727
H 0.681 -2.619 -0.749